A 9-piece molecular cluster, C27H72N6O15 overall at a distorted geometry. Source: the Open Molecules 2025 dataset; level of theory: ωB97M-V/def2-TZVPD.

Last column: Löwdin spin population.
Geometry (Å):
C1 -0.567 0.532 1.003  0.000
C2 0.563 0.539 -0.046  0.000
O1 0.335 -0.591 -0.938  0.000
H1 -0.628 -0.485 1.390  0.000
H2 -1.477 0.743 0.442  0.000
H3 -0.361 1.117 1.899  0.000
H4 1.556 0.422 0.390  0.000
H5 0.473 1.541 -0.465  0.000
H6 -0.549 -0.549 -1.310  0.000
C3 -3.470 -1.728 -3.556  0.000
C4 -2.609 -0.506 -3.211  0.000
O2 -2.478 -0.446 -1.793  0.000
H7 -3.009 -2.678 -3.286  0.000
H8 -3.620 -1.646 -4.633  0.000
H9 -4.416 -1.766 -3.016  0.000
H10 -3.067 0.461 -3.417  0.000
H11 -1.605 -0.575 -3.629  0.000
H12 -3.385 -0.519 -1.487  0.000
C5 -5.197 -0.653 1.942  0.000
C6 -4.739 0.214 0.728  0.000
O3 -4.917 -0.544 -0.442  0.000
H13 -6.254 -0.914 1.877  0.000
H14 -5.032 -0.053 2.837  0.000
H15 -4.704 -1.625 1.930  0.000
H16 -3.712 0.518 0.929  0.000
H17 -5.378 1.093 0.646  0.000
H18 -5.835 -0.510 -0.723  0.000
C7 -3.694 -8.057 -0.258  0.000
O4 -2.326 -7.968 0.092  0.000
C8 -1.440 -7.950 -1.000  0.000
C9 -1.336 -6.489 -1.398  0.000
N1 -0.440 -5.784 -0.510  0.000
C10 -0.405 -4.336 -0.598  0.000
C11 0.262 -3.763 0.667  0.000
O5 -0.388 -4.307 1.813  0.000
C12 0.144 -3.944 3.087  0.000
H19 -3.955 -7.319 -1.016  0.000
H20 -4.291 -7.830 0.625  0.000
H21 -3.916 -9.035 -0.684  0.000
H22 -1.809 -8.585 -1.806  0.000
H23 -0.460 -8.329 -0.710  0.000
H24 -2.309 -5.999 -1.395  0.000
H25 -0.930 -6.381 -2.403  0.000
H26 -0.777 -5.950 0.428  0.000
H27 -1.429 -3.964 -0.555  0.000
H28 0.075 -3.977 -1.508  0.000
H29 0.322 -2.691 0.854  0.000
H30 1.310 -4.059 0.717  0.000
H31 0.115 -2.864 3.230  0.000
H32 1.188 -4.248 3.168  0.000
H33 -0.487 -4.340 3.882  0.000
C13 -2.257 3.166 -1.171  0.000
O6 -2.236 4.520 -1.666  0.000
C14 -3.501 5.208 -1.540  0.000
C15 -3.561 6.591 -2.225  0.000
N2 -4.933 7.182 -2.210  0.000
C16 -4.957 8.457 -2.872  0.000
C17 -4.463 9.730 -2.023  0.000
O7 -5.042 9.640 -0.747  0.000
C18 -4.683 10.792 0.045  0.000
H34 -2.689 3.034 -0.179  0.000
H35 -1.226 2.823 -1.088  0.000
H36 -2.936 2.538 -1.748  0.000
H37 -3.826 5.349 -0.509  0.000
H38 -4.187 4.498 -2.003  0.000
H39 -3.111 6.451 -3.207  0.000
H40 -2.969 7.336 -1.693  0.000
H41 -4.958 7.434 -1.232  0.000
H42 -5.984 8.703 -3.144  0.000
H43 -4.426 8.407 -3.822  0.000
H44 -4.839 10.601 -2.560  0.000
H45 -3.380 9.820 -1.945  0.000
H46 -4.717 11.651 -0.624  0.000
H47 -3.632 10.791 0.336  0.000
H48 -5.454 10.911 0.806  0.000
C19 2.593 -0.972 2.761  0.004
O8 3.969 -1.288 2.340  0.020
C20 4.187 -2.664 2.120  0.076
C21 5.659 -2.813 1.536  0.071
N3 6.788 -2.405 2.417  0.643
C22 7.053 -3.523 3.339  0.079
C23 8.047 -3.243 4.416  0.002
O9 8.004 -4.189 5.413  0.004
C24 8.872 -3.806 6.533  0.000
H49 2.495 0.111 2.834  0.000
H50 2.395 -1.349 3.765  0.000
H51 1.864 -1.462 2.115  0.001
H52 3.492 -3.162 1.444  0.002
H53 4.222 -3.330 2.981  0.005
H54 5.707 -2.194 0.640  0.018
H55 5.751 -3.847 1.204  0.001
H56 6.599 -1.532 2.888  0.021
H57 7.421 -4.366 2.753  0.013
H58 6.158 -3.892 3.841  0.038
H59 7.792 -2.275 4.849  -0.001
H60 9.087 -3.198 4.092  0.000
H61 8.617 -2.843 6.975  0.000
H62 9.888 -3.729 6.146  0.000
H63 8.914 -4.592 7.287  0.000
C25 2.965 -1.989 -1.753  0.000
N4 3.663 -1.760 -3.013  0.000
O10 4.804 -2.193 -3.086  0.000
O11 3.083 -1.203 -3.975  0.000
H64 2.026 -2.502 -1.961  0.000
H65 2.761 -1.056 -1.229  0.000
H66 3.574 -2.681 -1.171  0.000
C26 0.441 5.603 -0.342  0.000
N5 0.501 4.273 0.385  0.000
O12 1.567 3.720 0.285  0.000
O13 -0.484 3.889 1.002  0.000
H67 -0.497 6.051 -0.014  0.000
H68 0.422 5.378 -1.408  0.000
H69 1.351 6.159 -0.115  0.000
C27 2.729 2.408 -3.159  0.000
N6 4.073 2.108 -2.564  0.000
O14 4.154 1.099 -1.870  0.000
O15 4.961 2.940 -2.735  0.000
H70 2.186 1.474 -3.306  0.000
H71 2.917 2.999 -4.055  0.000
H72 2.255 2.991 -2.370  0.000

Output
HOMO level (alpha / beta) = -0.3804 / -0.3804 Eh
charge = +1
maximum force = 5.2 eV/Å
expectation value of S² = 0.755
calculated total energy = -2528.22287 a.u.
2S+1 = 2